# 1
Molecular formula: H8O4
Method: DFT, wB97M-V/def2-TZVPD

Element x y z (Å)
O1 -1.6793 -0.7429 -1.7295
H1 -1.4093 -0.4059 -0.8905
H2 -1.9183 -1.5949 -1.4515
O2 -0.9283 0.1051 0.7925
H3 -1.3903 0.0261 1.6255
H4 -0.3413 0.8321 0.8775
O3 1.1677 -1.3359 -1.1805
H5 1.0637 -1.7609 -0.3195
H6 0.3237 -0.9279 -1.3645
O4 1.3007 1.9951 1.1385
H7 2.0997 1.7761 0.5595
H8 1.7117 2.0341 1.9425

Summary:
LUMO energy	0.4	eV
charge	0
Kohn-Sham gap	11.302	eV



# 2
Molecular formula: C2H5OP
Method: DFT, wB97M-V/def2-TZVPD

Element x y z (Å)
C1 0.5160 -0.6541 -0.4505
C2 -1.6085 0.4159 -0.0738
O1 -0.3809 0.1954 -0.7776
P1 3.0818 0.5735 0.3523
H1 0.3519 -1.2917 0.5535
H2 -2.2575 0.3631 -0.8337
H3 -1.6301 1.3999 0.3292
H4 -1.5937 -0.1563 0.8989
H5 3.5211 -0.8457 0.0016

Summary:
LUMO energy (alpha / beta)	-0.9 / -1.0	eV
charge	0
Kohn-Sham gap (alpha / beta)	6.751 / 7.127	eV



no.,strongest force on any atom (eV/Å),calculated total energy (Eh)
1,4.5,-305.74579
2,4.7,-495.53685